Entry 1:
DFT (ωB97M-V/def2-TZVPD) results for the molecule C7H14 in a non-equilibrium geometry.

Output
* lowest unoccupied orbital energy: 0.98 eV
* HOMO energy: -9.847 eV
* SMILES: CC(C)(C)C1CC1
* E: -275.0712 Ha
* Kohn-Sham gap: 10.83 eV
* largest force on an atom: 0.07945 Eh/bohr

Each line ends with the natural charge from an NBO analysis.
Cartesian coordinates (Å):
C (-1.194, -0.738, 1.298)  -0.606
C (-0.066, -0.412, 0.328)  -0.041
C (0.048, -1.407, -0.835)  -0.616
C (1.340, -0.800, 1.044)  -0.602
C (-0.023, 1.065, 0.026)  -0.225
C (-0.872, 1.730, -1.018)  -0.423
C (0.611, 1.655, -1.199)  -0.420
H (-1.070, -0.177, 2.234)  0.209
H (-2.170, -0.467, 0.881)  0.211
H (-1.226, -1.804, 1.552)  0.211
H (0.283, -2.452, -0.579)  0.217
H (-0.931, -1.445, -1.300)  0.197
H (0.762, -1.158, -1.624)  0.212
H (1.378, -0.163, 1.926)  0.193
H (1.414, -1.846, 1.384)  0.205
H (2.224, -0.571, 0.429)  0.209
H (0.114, 1.651, 0.938)  0.215
H (-1.487, 1.103, -1.655)  0.212
H (-1.318, 2.689, -0.775)  0.214
H (1.195, 2.563, -1.091)  0.215
H (0.988, 0.983, -1.963)  0.212

---

Entry 2:
DFT (ωB97M-V/def2-TZVPD) results for a structure of composition C33H44BN3O3P2PdS in a non-equilibrium geometry.

Output
* lowest unoccupied orbital energy (alpha / beta): -1.28 / -1.28 eV
* HOMO energy (alpha / beta): -4.662 / -4.661 eV
* E: -2907.3513 Ha
* Kohn-Sham gap (alpha / beta): 3.38 / 3.38 eV
* largest force on an atom: 0.07707 Eh/bohr

Each line ends with the Löwdin charge.
Cartesian coordinates (Å):
Pd (0.729, 1.263, -1.213)  0.437
O (0.929, 2.999, -2.830)  -0.224
N (0.174, 3.910, -3.358)  -0.216
C (0.724, 4.638, -4.365)  -0.014
C (0.058, 5.668, -4.968)  -0.053
C (-1.233, 5.969, -4.536)  -0.065
C (-1.785, 5.210, -3.538)  -0.085
C (-1.091, 4.152, -2.931)  -0.538
S (-1.887, 3.278, -1.663)  0.983
H (1.723, 4.311, -4.607)  0.136
H (0.547, 6.214, -5.760)  0.110
H (-1.796, 6.776, -4.982)  0.111
H (-2.790, 5.391, -3.185)  0.109
C (4.361, 1.945, -1.106)  -0.228
P (2.788, 1.928, -0.174)  0.953
C (3.166, 0.555, 1.010)  -0.377
N (4.009, 0.749, 1.985)  0.146
C (4.326, -0.312, 2.780)  -0.201
C (5.206, -0.127, 3.874)  -0.010
C (5.557, -1.195, 4.646)  -0.067
C (5.054, -2.488, 4.356)  -0.067
C (4.205, -2.685, 3.309)  -0.009
C (3.818, -1.587, 2.503)  -0.198
N (2.951, -1.782, 1.467)  0.140
C (2.585, -0.752, 0.763)  -0.384
P (1.410, -0.978, -0.684)  1.018
C (2.457, -2.201, -1.577)  -0.219
C (-0.005, -2.076, -0.096)  -0.674
C (0.371, -3.373, 0.622)  -0.052
C (-0.402, -0.732, 1.855)  -0.095
C (-0.784, -2.423, -1.362)  -0.053
C (2.804, 3.500, 0.791)  -0.723
C (4.113, 3.854, 1.491)  -0.090
C (1.664, 3.412, 1.807)  -0.094
C (2.469, 4.593, -0.235)  -0.102
H (5.222, 1.968, -0.438)  0.045
H (4.386, 2.813, -1.765)  0.045
H (4.414, 1.053, -1.730)  0.037
H (5.576, 0.871, 4.062)  0.114
H (6.225, -1.062, 5.485)  0.106
H (5.353, -3.321, 4.977)  0.107
H (3.805, -3.659, 3.065)  0.116
H (2.676, -3.063, -0.951)  0.047
H (3.397, -1.723, -1.853)  0.039
H (1.968, -2.518, -2.497)  0.045
H (1.072, -3.247, 1.436)  0.048
H (0.795, -4.093, -0.075)  0.078
H (-0.561, -3.796, 1.005)  0.101
H (0.170, -1.449, 2.452)  0.085
H (-1.256, -0.389, 2.437)  0.092
H (0.233, 0.138, 1.628)  0.061
H (-0.211, -3.076, -2.019)  0.078
H (-1.057, -1.527, -1.913)  0.064
H (-1.695, -2.948, -1.070)  0.101
H (4.364, 3.154, 2.284)  0.059
H (4.009, 4.853, 1.924)  0.088
H (4.953, 3.893, 0.796)  0.072
H (1.847, 2.631, 2.549)  0.077
H (0.703, 3.209, 1.321)  0.076
H (1.591, 4.365, 2.337)  0.090
H (3.305, 4.783, -0.909)  0.079
H (2.277, 5.521, 0.310)  0.091
H (1.590, 4.348, -0.832)  0.054
C (-6.700, -3.116, 1.481)  -0.065
C (-5.767, -3.576, 0.355)  -0.565
C (-4.827, -4.658, 0.899)  -0.053
C (-6.629, -4.184, -0.752)  -0.076
C (-4.926, -2.405, -0.158)  -0.201
C (-4.616, -2.244, -1.507)  -0.063
C (-3.807, -1.212, -1.962)  -0.051
C (-3.256, -0.302, -1.063)  -0.374
O (-2.502, 0.724, -1.511)  -0.024
B (-1.308, 1.339, -1.448)  -0.586
O (-0.914, -1.308, 0.672)  -0.211
C (-3.600, -0.477, 0.252)  -0.014
C (-4.389, -1.471, 0.741)  -0.106
H (-7.358, -3.936, 1.776)  0.077
H (-7.321, -2.277, 1.169)  0.091
H (-6.147, -2.814, 2.370)  0.069
H (-5.397, -5.500, 1.295)  0.077
H (-4.203, -4.261, 1.701)  0.080
H (-4.166, -5.030, 0.115)  0.081
H (-7.263, -4.966, -0.333)  0.077
H (-6.026, -4.646, -1.534)  0.072
H (-7.275, -3.438, -1.216)  0.089
H (-5.009, -2.933, -2.240)  0.089
H (-3.581, -1.103, -3.015)  0.105
H (-4.584, -1.544, 1.802)  0.079

---

Entry 3:
DFT (ωB97M-V/def2-TZVPD) results for a structure of composition C23H17Cl2F6N7O6PrS3 in a non-equilibrium geometry.

Output
* 2S+1: 3
* net charge: -1
* lowest unoccupied orbital energy (alpha / beta): -0.59 / -0.59 eV
* expectation value of S²: 2.002
* HOMO energy (alpha / beta): -2.562 / -2.562 eV
* E: -4952.6043 Ha
* Kohn-Sham gap (alpha / beta): 1.97 / 1.97 eV
* largest force on an atom: 0.08950 Eh/bohr

Each line ends with the Mulliken spin population.
Cartesian coordinates (Å):
Pr (9.109, 13.507, 10.831)  2.008
Cl (13.627, 14.000, 7.618)  0.000
C (13.389, 12.703, 8.652)  0.000
C (14.279, 11.660, 8.619)  0.000
C (14.266, 10.741, 9.683)  0.000
Cl (15.387, 9.456, 9.635)  0.000
C (13.326, 10.768, 10.670)  0.001
C (13.370, 9.958, 11.871)  0.000
C (12.238, 9.785, 12.627)  0.000
C (11.191, 10.741, 12.478)  0.002
N (11.197, 11.694, 11.514)  -0.002
C (12.188, 11.631, 10.617)  0.001
C (12.210, 12.664, 9.573)  -0.002
O (11.250, 13.539, 9.504)  -0.001
H (14.879, 11.590, 7.734)  0.000
H (14.275, 9.396, 12.049)  0.000
H (12.126, 8.861, 13.233)  0.000
H (10.392, 10.937, 13.256)  0.000
N (10.734, 14.216, 14.817)  0.000
N (9.489, 14.865, 14.543)  0.001
C (8.328, 14.408, 14.051)  0.002
N (7.245, 15.218, 14.082)  0.000
N (8.348, 13.322, 13.185)  0.003
N (7.346, 12.533, 12.919)  -0.001
O (7.497, 11.876, 11.785)  -0.003
O (6.298, 12.404, 13.570)  0.003
H (11.224, 14.183, 13.950)  0.000
H (10.583, 13.257, 15.178)  0.000
H (9.415, 15.806, 14.966)  0.000
H (7.259, 15.951, 14.733)  0.000
H (6.380, 14.660, 14.098)  0.000
F (5.368, 9.966, 6.521)  0.000
C (6.558, 10.151, 7.211)  -0.001
F (6.566, 9.254, 8.260)  0.000
F (7.606, 9.759, 6.388)  0.000
C (6.621, 11.607, 7.619)  0.001
C (5.611, 12.490, 7.185)  0.000
C (5.603, 13.804, 7.624)  -0.001
C (6.688, 14.202, 8.418)  0.001
N (7.662, 13.385, 8.751)  -0.003
C (7.756, 12.062, 8.390)  -0.002
S (9.035, 11.147, 8.996)  -0.008
H (4.790, 12.116, 6.602)  0.000
H (4.787, 14.500, 7.325)  0.000
H (6.723, 15.259, 8.682)  0.000
S (5.826, 4.163, 16.363)  0.000
C (5.780, 5.322, 15.201)  0.000
C (6.753, 5.255, 14.174)  0.000
C (6.722, 6.166, 13.134)  0.000
C (5.761, 7.196, 12.974)  0.000
C (4.814, 7.236, 14.006)  0.000
C (4.852, 6.412, 15.088)  0.000
H (7.390, 4.367, 14.115)  0.000
H (7.490, 6.014, 12.324)  0.000
H (5.813, 7.796, 12.062)  0.000
H (4.029, 8.018, 13.921)  0.000
H (4.109, 6.511, 15.841)  0.000
F (9.335, 18.384, 9.151)  0.000
C (10.061, 17.528, 9.860)  0.000
F (10.747, 16.784, 8.991)  0.000
F (10.981, 18.252, 10.584)  0.000
S (9.207, 16.539, 11.194)  0.000
O (10.137, 15.623, 11.877)  0.000
O (8.551, 17.563, 11.918)  0.000
O (8.175, 15.782, 10.357)  0.000

---

Entry 4:
DFT (ωB97M-V/def2-TZVPD) results for the ion C2H5N4S with charge +1 in a non-equilibrium geometry.

Output
* net charge: +1
* lowest unoccupied orbital energy: -5.23 eV
* HOMO energy: -15.749 eV
* E: -696.0616 Ha
* Kohn-Sham gap: 10.52 eV
* largest force on an atom: 0.07327 Eh/bohr

Each line ends with the natural charge from an NBO analysis.
Cartesian coordinates (Å):
C (-0.570, -0.299, 0.130)  0.086
C (-1.351, 0.925, 0.254)  -0.695
N (1.154, -1.634, -0.043)  0.034
N (0.270, -2.540, -0.030)  -0.266
N (0.763, -0.391, 0.036)  -0.014
N (1.511, 0.651, -0.466)  -0.616
S (-1.236, -1.830, 0.105)  0.797
H (-2.436, 0.813, -0.285)  0.285
H (-1.522, 0.999, 1.295)  0.277
H (-0.835, 1.770, -0.262)  0.285
H (1.927, 1.285, 0.245)  0.408
H (2.326, 0.251, -0.979)  0.418

---

> Which of these has the lowest E?

C23H17Cl2F6N7O6PrS3